Entry 1:
{"formula": "C5H12N2O", "method": "wB97M-V/def2-TZVPD", "charge": 0, "gap_ha": 0.3183, "e_above_lowest_kj_mol": 429.5, "fmax_ev_per_a": 2.8, "total_energy_ev": -10403.972, "elements": ["C", "C", "C", "C", "C", "N", "N", "O", "H", "H", "H", "H", "H", "H", "H", "H", "H", "H", "H", "H"], "xyz": [[-1.57754, -1.43051, 0.46952], [-2.62869, -0.87995, -0.15753], [1.23531, 0.40986, 0.05339], [0.88887, 0.25248, -1.40754], [2.31844, -0.30974, 0.67131], [-0.56629, 1.95233, 0.32892], [0.46801, 1.25341, 0.72002], [-2.82620, 0.42852, -0.14946], [-0.81935, -0.80614, 0.98282], [-1.30591, -2.52812, 0.59477], [-3.35610, -1.44492, -0.68321], [1.53899, -0.48608, -1.89957], [0.91019, 1.14744, -2.01537], [-0.13021, -0.12102, -1.45909], [2.26939, -0.21569, 1.79784], [3.31140, 0.04928, 0.43360], [2.39970, -1.35500, 0.26603], [-0.75852, 1.67053, -0.60701], [0.60166, 1.49120, 1.71708], [-1.97314, 0.92212, 0.34348]], "forces_ev_per_a": [[1.186, -1.557, 0.631], [1.727, -0.351, 1.250], [-1.607, 1.871, -0.991], [0.303, -0.885, 0.382], [1.330, -1.238, 1.548], [-1.155, 0.323, 0.142], [1.355, -0.575, 0.810], [1.591, 2.000, 0.863], [-0.795, -0.190, -0.340], [-0.947, 1.477, -0.638], [-0.673, -0.396, -0.388], [-0.179, 0.211, 0.321], [0.162, 0.576, 0.169], [-0.286, -0.243, -0.157], [-0.057, -0.681, -1.146], [0.296, 0.656, -0.330], [-0.565, 0.635, 0.915], [0.055, 0.243, -1.213], [0.640, -0.836, -0.660], [-2.381, -1.039, -1.169]], "nbo_charge": [-0.6056, 0.1757, 0.1867, -0.6861, -0.6552, -0.6712, -0.2080, -0.7170, 0.1784, 0.2103, 0.1787, 0.2298, 0.2342, 0.2488, 0.2235, 0.2289, 0.2372, 0.3181, 0.4079, 0.4851]}

Entry 2:
{"formula": "C3H17N2O3", "method": "wB97M-V/def2-TZVPD", "charge": 0, "gap_ha": [0.1281, 0.3637], "e_above_lowest_kj_mol": 99.6, "multiplicity": 2, "fmax_ev_per_a": 1.8, "total_energy_ev": -12505.503, "s_squared": 0.7505, "elements": ["N", "C", "C", "N", "C", "H", "H", "H", "H", "H", "H", "H", "H", "H", "H", "H", "H", "H", "O", "H", "H", "O", "H", "H", "O"], "xyz": [[-0.44803, -0.98074, 0.22996], [-0.95794, 0.21500, -0.51851], [0.20002, 1.13594, -0.92596], [0.78829, 1.63343, 0.34849], [2.16965, 1.23768, 0.56901], [0.52808, -1.13214, -0.05766], [-0.35152, -0.77223, 1.24387], [-1.06412, -1.83435, 0.05644], [-1.60799, -0.11115, -1.33087], [-1.62450, 0.85508, 0.05547], [0.88818, 0.70996, -1.65427], [-0.33225, 1.93805, -1.45832], [0.68632, 2.62934, 0.38787], [2.20342, 0.32394, 1.17262], [2.73255, 2.02529, 1.06986], [2.70612, 0.97978, -0.35797], [-2.16412, -5.65877, 1.67716], [-1.62069, -5.07717, 3.04214], [-1.56004, -5.02532, 2.06319], [-2.12359, 5.89023, -3.01158], [-0.60766, 5.68747, -3.57110], [-1.17488, 5.83713, -2.82397], [1.44825, -3.65308, 0.67253], [0.39255, -3.72108, 1.86430], [0.89391, -3.13229, 1.25730]], "forces_ev_per_a": [[-0.343, 0.991, 0.268], [0.077, 0.345, -0.629], [-1.522, 0.358, 0.787], [0.138, -0.237, -1.219], [0.359, -0.471, -0.097], [-0.009, -0.720, -0.322], [-0.426, -0.224, -0.128], [0.369, 0.084, 0.174], [0.474, -0.336, -0.261], [0.131, -0.475, 0.653], [0.295, -0.202, 0.333], [0.377, 0.204, 0.113], [0.082, 0.327, -0.020], [0.110, 0.149, 0.152], [-0.078, -0.079, 0.102], [-0.108, 0.275, 0.059], [-0.227, -0.197, 0.134], [-0.240, -0.190, -1.045], [0.549, 0.434, 1.005], [0.759, -0.141, -0.620], [-0.405, -0.058, -0.768], [-0.349, 0.182, 1.395], [-0.080, -0.438, 0.042], [0.395, 0.170, -0.885], [-0.330, 0.250, 0.779]], "mulliken_spin": [0.8545, 0.8544, -0.1402, -0.0767, 0.1620, -0.0473, -0.2252, -0.4283, -0.1555, 0.2098, -0.2113, 0.0653, 0.0080, -0.0212, 0.0198, -0.0306, -0.0970, -0.0418, 0.2959, -0.0010, -0.0017, 0.0060, -0.0463, -0.0714, 0.1199]}

Entry 3:
{"formula": "C14H22N2O5S2Y", "method": "wB97M-V/def2-TZVPD", "charge": 1, "gap_ha": 0.3473, "e_above_lowest_kj_mol": 28.4, "fmax_ev_per_a": 0.2, "total_energy_ev": -50804.697, "elements": ["Y", "C", "C", "C", "C", "C", "C", "C", "S", "O", "O", "N", "C", "C", "O", "O", "H", "H", "H", "H", "H", "H", "H", "H", "H", "C", "S", "C", "H", "H", "H", "H", "H", "H", "C", "N", "C", "C", "O", "H", "H", "H", "H", "H", "H", "H"], "xyz": [[0.37457, 0.67821, 2.11138], [-1.93867, -2.99435, -5.38531], [-1.61816, -2.35710, -4.06454], [-2.39489, -2.61053, -2.93777], [-2.10602, -2.01580, -1.72029], [-1.01932, -1.15758, -1.64046], [-0.22873, -0.87811, -2.75077], [-0.53391, -1.48251, -3.95331], [-0.62562, -0.40875, -0.12018], [-1.77809, -0.50214, 0.78231], [0.54298, -1.08061, 0.53483], [-0.09899, 1.05797, -0.23335], [-1.07762, 2.13245, -0.43352], [-1.30478, 2.93533, 0.85759], [-2.03847, 3.88172, 0.88899], [-0.62882, 2.46949, 1.90895], [-2.76768, -3.69366, -5.29991], [-1.07388, -3.53217, -5.77517], [-2.20814, -2.23433, -6.12025], [-3.24242, -3.27930, -3.01471], [-2.71666, -2.20298, -0.84820], [0.60035, -0.18734, -2.66898], [0.07168, -1.27103, -4.82574], [-2.05751, 1.77622, -0.76145], [-0.71988, 2.82179, -1.19757], [-1.85493, -1.64239, 4.02235], [-1.31437, 0.05963, 4.31315], [-2.78081, 0.96391, 3.74958], [-2.12565, -1.78309, 2.97835], [-2.70871, -1.84547, 4.66547], [-1.04222, -2.30877, 4.30304], [-3.59798, 0.75223, 4.43529], [-3.04037, 0.66120, 2.73701], [-2.54429, 2.02488, 3.76257], [5.62591, 1.86587, 0.93965], [4.24544, 1.43066, 1.13436], [3.46328, 1.03443, -0.03803], [3.69823, 1.41228, 2.31957], [2.50758, 1.06608, 2.52851], [5.64721, 2.73252, 0.28102], [6.20500, 1.05929, 0.49345], [6.06459, 2.13447, 1.89721], [4.12242, 1.02020, -0.90069], [2.65205, 1.74071, -0.21680], [3.03675, 0.04206, 0.10646], [4.32960, 1.71443, 3.15591]], "forces_ev_per_a": [[0.141, 0.105, -0.047], [-0.003, 0.006, -0.001], [0.015, 0.009, -0.004], [-0.007, 0.001, 0.012], [-0.006, -0.008, -0.017], [-0.004, -0.001, 0.004], [0.005, 0.012, 0.000], [-0.006, -0.007, -0.001], [0.059, -0.154, -0.110], [-0.021, 0.027, -0.011], [-0.086, 0.060, 0.036], [-0.024, -0.064, 0.090], [-0.017, 0.024, 0.030], [0.003, -0.001, 0.009], [0.002, -0.010, -0.008], [0.010, 0.066, 0.023], [0.000, 0.000, 0.000], [0.002, 0.000, 0.002], [-0.001, -0.003, -0.001], [0.001, 0.000, 0.002], [0.004, 0.001, 0.006], [0.002, -0.004, 0.011], [-0.004, -0.003, -0.003], [0.006, -0.013, 0.002], [0.005, 0.012, 0.013], [-0.049, -0.010, 0.039], [-0.038, -0.008, -0.042], [-0.014, -0.021, -0.013], [0.026, -0.005, -0.006], [0.004, 0.008, -0.001], [0.018, 0.003, -0.025], [0.009, 0.003, 0.011], [0.010, -0.005, 0.003], [0.017, -0.001, 0.015], [0.013, -0.003, -0.003], [-0.012, -0.003, 0.012], [-0.001, 0.009, -0.007], [0.013, 0.006, 0.004], [-0.075, -0.020, -0.031], [-0.003, 0.000, 0.002], [-0.002, -0.002, 0.000], [0.001, 0.001, 0.000], [0.002, -0.004, 0.001], [0.001, -0.002, 0.000], [0.006, -0.002, 0.001], [-0.003, 0.001, 0.003]], "nbo_charge": [2.1286, -0.6398, 0.0434, -0.2027, -0.1754, -0.3231, -0.1728, -0.2132, 2.2336, -0.9833, -1.0214, -1.0400, -0.3644, 0.7882, -0.5629, -0.9315, 0.2260, 0.2336, 0.2360, 0.2267, 0.2449, 0.2324, 0.2260, 0.2319, 0.2363, -0.7344, 0.1787, -0.7264, 0.2461, 0.2428, 0.2414, 0.2390, 0.2439, 0.2658, -0.4070, -0.3357, -0.4345, 0.5742, -0.8080, 0.2249, 0.2237, 0.2246, 0.2320, 0.2376, 0.2386, 0.1758]}

Entry 4:
{"formula": "H8Na6O8", "method": "wB97M-V/def2-TZVPD", "charge": -2, "gap_ha": 0.1670, "fmax_ev_per_a": 1.9, "total_energy_ev": -43008.949, "elements": ["Na", "Na", "Na", "Na", "Na", "Na", "O", "H", "O", "H", "O", "H", "O", "H", "O", "H", "O", "H", "O", "H", "O", "H"], "xyz": [[-16.95666, -6.17822, 1.42282], [-16.97141, -3.25108, 3.59035], [-20.41269, -6.62037, 2.06280], [-20.61687, -3.97434, 4.10966], [-19.11598, -3.52966, 1.03646], [-18.28862, -6.53831, 4.95111], [-20.84459, -5.05568, 0.23335], [-21.00224, -4.64283, 1.08810], [-21.07801, -2.47842, 2.22105], [-20.81471, -3.38205, 2.04323], [-20.22101, -5.44241, 6.22781], [-20.43424, -4.53178, 6.46370], [-18.69965, -7.65742, 0.63426], [-18.82681, -6.70363, 0.64485], [-16.44656, -7.68094, 3.17376], [-17.32824, -7.30027, 3.21978], [-18.80382, -5.07380, 2.87363], [-18.76096, -4.94965, 3.83185], [-16.58584, -5.00943, 5.56568], [-16.07026, -4.34674, 6.01560], [-18.86516, -2.56805, 5.00885], [-18.67379, -3.48840, 5.24054]], "forces_ev_per_a": [[-0.200, -1.455, 0.786], [-0.901, -0.575, 1.611], [0.560, -0.139, -0.941], [0.102, 1.063, 0.478], [-0.985, -0.159, 0.100], [0.766, 0.503, 1.065], [0.980, -0.288, 0.564], [-0.815, 0.314, -0.242], [0.565, -0.111, 0.128], [-0.618, -0.160, -0.121], [-0.191, -0.300, -1.288], [0.353, -0.115, 0.215], [0.273, 0.459, 0.571], [-0.687, 0.200, -0.808], [0.156, 0.576, -0.069], [-0.233, -0.352, -0.302], [0.064, -0.088, -0.299], [0.418, 0.585, -0.435], [-0.323, 0.014, -1.310], [0.009, 0.224, 0.473], [0.360, -0.380, -1.012], [0.347, 0.185, 0.836]], "nbo_charge": [0.9345, 0.9149, 0.9522, 0.9315, 0.9356, 0.9621, -1.3106, 0.3592, -1.2822, 0.3245, -1.3710, 0.4209, -1.3159, 0.3566, -1.3048, 0.3490, -1.3914, 0.4295, -1.3649, 0.4125, -1.3498, 0.4076]}